(1)
Molecular formula: C15H41BClN4O6
Method: DFT, ωB97M-V with the def2-TZVPD basis set

ORCA input file:
```
! wB97M-V def2-TZVPD RIJCOSX def2/J DEFGRID3
* xyz 1 1
N 4.373 -1.540 4.148
B 3.628 -2.703 3.749
O 2.789 -3.438 4.477
N 3.873 -3.104 2.244
Cl 3.190 -4.642 1.795
C 5.283 -2.937 1.706
C 6.405 -3.480 2.572
C 6.331 -4.957 2.981
O 7.261 -5.245 4.002
H 3.809 -0.695 4.182
H 4.771 -1.638 5.079
H 2.049 -3.906 4.072
H 3.256 -2.407 1.720
H 5.396 -1.863 1.568
H 5.269 -3.402 0.722
H 7.307 -3.338 1.973
H 6.541 -2.861 3.460
H 5.319 -5.248 3.283
H 6.625 -5.591 2.145
H 6.958 -4.899 4.847
C -2.568 0.077 1.265
O -1.804 0.541 0.173
C -1.274 1.855 0.281
C 0.205 1.853 0.605
N 0.474 1.374 1.952
C 1.845 1.024 2.261
C 2.625 0.109 1.322
O 2.233 -1.277 1.354
C 0.974 -1.589 0.740
H -3.170 -0.757 0.907
H -1.952 -0.283 2.100
H -3.235 0.854 1.648
H -1.846 2.437 1.010
H -1.392 2.322 -0.700
H 0.577 2.878 0.504
H 0.700 1.258 -0.173
H -0.154 0.622 2.192
H 1.853 0.576 3.260
H 2.435 1.946 2.335
H 3.667 0.116 1.650
H 2.611 0.452 0.286
H 0.850 -1.031 -0.187
H 0.144 -1.369 1.408
H 0.984 -2.655 0.516
C -6.455 2.293 -1.724
O -6.431 1.640 -2.972
C -6.530 2.483 -4.113
C -5.201 2.710 -4.804
N -4.308 3.541 -4.016
C -2.913 3.592 -4.429
C -2.142 2.296 -4.673
O -1.788 1.564 -3.511
C -2.851 0.866 -2.891
H -6.682 1.540 -0.971
H -5.496 2.758 -1.463
H -7.229 3.067 -1.691
H -6.993 3.437 -3.839
H -7.193 1.976 -4.817
H -5.408 3.212 -5.756
H -4.781 1.726 -5.047
H -4.377 3.303 -3.039
H -2.369 4.160 -3.671
H -2.851 4.176 -5.355
H -1.193 2.580 -5.132
H -2.657 1.638 -5.384
H -3.490 0.362 -3.622
H -3.474 1.521 -2.275
H -2.401 0.123 -2.236
*
```

## Properties
**Maximum force**: 0.6 eV Å⁻¹
**Calculated total energy**: -1751.34729 Eh
**Gap between HOMO and LUMO**: 6.49 eV
**E_HOMO**: -10.00 eV



(2)
Molecular formula: C15H41N3O4
Method: DFT, ωB97M-V with the def2-TZVPD basis set

ORCA input file:
```
! wB97M-V def2-TZVPD RIJCOSX def2/J DEFGRID3
* xyz 0 1
C 6.087 0.513 -1.859
O 6.757 0.884 -3.010
C 6.159 0.248 -4.159
C 6.982 0.761 -5.432
C 6.829 2.241 -5.795
N 6.653 -0.095 -6.570
H 6.201 -0.546 -1.626
H 5.085 0.924 -1.985
H 6.488 1.048 -0.998
H 6.329 -0.824 -4.057
H 5.117 0.542 -4.286
H 8.040 0.551 -5.279
H 7.622 2.424 -6.520
H 7.002 2.895 -4.939
H 5.857 2.478 -6.228
H 6.703 0.441 -7.425
H 5.659 -0.267 -6.513
C 3.134 -6.386 1.273
O 1.794 -6.365 1.061
C 1.235 -5.113 1.344
C -0.297 -5.176 1.045
C -0.793 -4.976 -0.414
N -0.893 -4.163 1.858
H 3.661 -5.645 1.874
H 3.559 -6.182 0.290
H 3.267 -7.441 1.511
H 1.418 -4.935 2.404
H 1.597 -4.261 0.768
H -0.828 -6.118 1.183
H -1.879 -4.965 -0.508
H -0.537 -5.857 -1.003
H -0.422 -4.136 -1.001
H -1.852 -4.445 2.002
H -0.706 -4.383 2.826
C -4.721 1.227 5.026
O -6.003 1.904 5.011
C -5.852 3.332 5.245
C -7.258 3.923 4.755
C -7.548 3.684 3.199
N -7.196 5.349 4.733
H -4.056 1.602 4.248
H -4.755 0.140 4.941
H -4.221 1.394 5.980
H -5.547 3.480 6.281
H -5.111 3.718 4.545
H -8.059 3.524 5.376
H -7.689 2.614 3.049
H -6.795 4.103 2.531
H -8.489 4.156 2.918
H -6.633 5.740 3.991
H -8.164 5.627 4.666
C -2.054 2.644 -1.131
C -1.251 1.420 -1.152
C -0.145 1.372 -2.284
O -0.463 1.417 0.061
H -2.724 2.675 -0.272
H -2.640 2.626 -2.050
H -1.284 3.412 -1.211
H -1.827 0.495 -1.163
H 0.600 0.619 -2.027
H 0.430 2.282 -2.453
H -0.581 1.043 -3.228
H -0.989 0.806 0.582
*
```

## Properties
**ΔE to the lowest compared entry with this formula, charge and spin**: 0.00 kcal/mol
**Maximum force**: 3.3 eV Å⁻¹
**Calculated total energy**: -1061.15396 Eh
**Gap between HOMO and LUMO**: 9.22 eV
**E_HOMO**: -8.73 eV
**Structure (SMILES)**: COC[C@H](C)N.COC[C@H](C)N.COC[C@H](C)N.CC(C)O